Density functional theory data (ωB97M-V with the def2-TZVPD basis set) for one molecule with the formula CH4ClNO3.

## Properties
E_tot = -21255.0176 eV
energy relative to the best compared isomer or geometry (same formula, charge and spin) = 110.1 kJ/mol
M = 113.50 g mol⁻¹
2S+1 = 1
E_HOMO = -9.6 eV
structure (SMILES) = OC(O)(O)NCl

Each atom is followed by the atoms it is bonded to, with distances in Å.
CARTESIAN COORDINATES (ANGSTROEM)
1 Cl 2.489 0.031 0.149  N5 1.778
2 O -0.433 0.660 1.344  C6 1.378, H10 1.082
3 O -1.392 -0.589 -0.246  C6 1.325, H8 0.988
4 O -0.100 1.047 -0.899  C6 1.386, H9 0.979
5 N 1.032 -0.983 0.066  Cl1 1.778, C6 1.726, H7 1.047
6 C -0.312 0.100 0.090  O2 1.378, O3 1.325, O4 1.386, N5 1.726
7 H 0.977 -1.336 -0.919  N5 1.047
8 H -1.276 -0.810 -1.202  O3 0.988
9 H 0.149 1.792 -0.316  O4 0.979
10 H -1.136 0.087 1.934  O2 1.082